C54H87N2O28 | the ωB97M-V functional and the def2-TZVPD basis

net charge	+1
orbital gap	6.602	eV
energy	-4325.852836	Eh
spin multiplicity	1
energy relative to the best compared isomer or geometry (same formula, charge and spin)	0.000	eV
E_HOMO	-11.436	eV
LUMO	-0.1776	Eh

Each line ends with the Mulliken charge.
Positions of all 171 atoms, in Å:
C1 4.80 -2.38 1.30  -1.088
C2 5.09 -1.37 0.19  -0.681
C3 3.82 -1.03 -0.59  0.623
C4 4.12 -0.21 -1.85  -1.031
C5 2.89 -0.20 -2.78  -0.475
C6 2.56 1.18 -3.37  -0.805
C7 2.07 2.16 -2.29  -0.897
C8 0.52 2.23 -2.30  0.004
C9 0.03 3.35 -3.21  -0.357
C10 -1.49 3.27 -3.40  -0.485
C11 -2.26 3.79 -2.18  -0.698
C12 -3.53 2.97 -1.91  0.525
C13 -4.59 3.74 -1.12  -1.022
C14 -5.34 2.92 -0.07  -1.062
C15 -5.74 1.50 -0.56  -0.571
C16 -4.77 0.47 0.03  -0.970
C17 -4.73 -0.86 -0.72  -1.248
C18 -4.28 -0.71 -2.17  0.920
C19 -2.75 -0.62 -2.36  0.127
C20 -2.12 -1.79 -3.14  -1.543
C21 -2.65 -3.10 -2.71  0.612
C22 -2.53 -3.54 -1.40  -1.120
N1 -2.99 -4.67 -0.93  -0.782
N2 -3.62 -5.41 -1.81  0.200
C23 -3.78 -5.15 -3.09  -0.438
C24 -3.28 -3.96 -3.59  0.727
O1 -3.37 -3.68 -4.90  -0.503
C25 -4.69 -3.67 -5.51  -0.719
C26 -5.35 -2.29 -5.42  0.118
C27 -6.70 -2.39 -4.69  -1.360
H1 4.06 -3.10 0.94  0.014
H2 4.35 -1.88 2.15  0.362
H3 5.68 -2.94 1.62  0.446
H4 5.47 -0.46 0.66  0.381
H5 5.84 -1.74 -0.51  0.342
H6 3.38 -1.97 -0.92  -0.151
H7 3.11 -0.47 0.01  0.066
H8 4.99 -0.61 -2.37  0.487
H9 4.33 0.82 -1.57  0.393
H10 2.01 -0.51 -2.22  -0.010
H11 3.04 -0.91 -3.60  0.513
H12 3.44 1.57 -3.87  0.452
H13 1.77 1.05 -4.10  0.295
H14 2.37 1.81 -1.30  0.490
H15 2.46 3.16 -2.45  0.432
H16 0.17 2.34 -1.28  0.519
H17 0.17 1.26 -2.67  -0.417
H18 0.53 3.22 -4.16  -0.072
H19 0.26 4.32 -2.77  0.368
H20 -1.70 2.21 -3.56  -0.005
H21 -1.79 3.82 -4.29  0.361
H22 -1.62 3.63 -1.32  0.346
H23 -2.49 4.84 -2.28  0.370
H24 -3.97 2.68 -2.87  0.406
H25 -3.20 2.05 -1.43  -0.454
H26 -5.31 4.16 -1.81  0.284
H27 -4.12 4.57 -0.59  0.482
H28 -6.27 3.44 0.19  0.332
H29 -4.77 2.79 0.84  0.452
H30 -5.70 1.54 -1.64  0.295
H31 -6.76 1.27 -0.27  0.563
H32 -3.77 0.87 0.17  0.403
H33 -5.13 0.25 1.04  0.501
H34 -4.03 -1.52 -0.21  0.053
H35 -5.70 -1.36 -0.66  0.571
H36 -4.70 0.20 -2.58  0.720
H37 -4.73 -1.51 -2.75  -0.897
H38 -2.51 0.28 -2.91  -0.877
H39 -2.29 -0.48 -1.38  0.816
H40 -1.04 -1.77 -2.96  0.520
H41 -2.33 -1.64 -4.19  0.601
H42 -2.01 -2.88 -0.73  1.232
H43 -4.01 -6.28 -1.46  0.275
H44 -4.29 -5.85 -3.72  0.617
H45 -5.33 -4.46 -5.12  0.369
H46 -4.51 -3.89 -6.55  0.329
H47 -5.49 -1.87 -6.41  0.494
H48 -4.65 -1.65 -4.89  -0.076
H49 -7.11 -1.43 -4.44  0.373
H50 -6.56 -2.99 -3.79  0.294
H51 -7.38 -2.96 -5.32  0.410
C28 0.20 -3.34 2.99  -0.307
C29 1.70 -3.20 2.86  -0.384
O2 1.83 -2.04 2.04  -0.050
C30 0.70 -1.30 2.16  0.476
O3 0.56 -0.20 1.75  -0.526
O4 -0.24 -1.99 2.86  -0.274
H52 -0.11 -3.75 3.95  0.272
H53 -0.25 -3.94 2.19  0.111
H54 2.18 -3.01 3.82  0.305
H55 2.17 -4.06 2.39  0.360
C31 -2.42 3.64 5.92  0.521
C32 -3.37 3.68 7.10  -0.277
O5 -4.06 4.91 6.89  -0.326
C33 -3.99 5.21 5.57  0.661
O6 -4.61 6.09 5.05  -0.550
O7 -3.13 4.40 4.93  -0.401
H56 -2.22 2.63 5.57  0.119
H57 -1.48 4.14 6.14  -0.273
H58 -4.09 2.86 7.08  0.217
H59 -2.85 3.68 8.06  0.350
C34 0.95 -6.31 -2.64  -0.473
C35 0.47 -4.88 -2.47  0.424
O8 1.65 -4.22 -2.02  -0.106
C36 2.73 -4.93 -2.45  0.377
O9 3.85 -4.54 -2.43  -0.440
O10 2.33 -6.13 -2.95  -0.358
H60 0.45 -6.84 -3.44  0.346
H61 0.86 -6.90 -1.72  0.279
H62 0.15 -4.44 -3.42  0.190
H63 -0.32 -4.78 -1.74  -0.188
C37 0.97 7.67 6.45  -0.330
C38 -0.12 7.83 7.49  -0.276
O11 -0.63 6.49 7.60  -0.306
C39 0.35 5.64 7.20  0.708
O12 0.30 4.46 7.33  -0.576
O13 1.38 6.31 6.64  -0.331
H64 1.81 8.35 6.61  0.293
H65 0.60 7.79 5.43  0.272
H66 0.26 8.14 8.46  0.267
H67 -0.91 8.51 7.18  0.284
C40 6.78 -6.20 -1.00  -0.353
C41 7.04 -4.74 -0.77  0.624
O14 8.06 -4.76 0.24  -0.328
C42 8.70 -5.94 0.16  0.624
O15 9.71 -6.21 0.74  -0.548
O16 8.05 -6.79 -0.68  -0.360
H68 6.51 -6.42 -2.03  0.291
H69 6.02 -6.61 -0.33  0.334
H70 7.43 -4.24 -1.66  0.196
H71 6.16 -4.21 -0.41  -0.538
C43 12.44 -5.57 -2.55  -0.348
C44 12.03 -4.85 -1.29  0.216
O17 11.89 -3.49 -1.74  -0.340
C45 11.65 -3.51 -3.07  0.658
O18 11.31 -2.58 -3.71  -0.527
O19 11.83 -4.76 -3.57  -0.341
H72 12.07 -6.59 -2.60  0.303
H73 13.52 -5.57 -2.70  0.270
H74 11.07 -5.19 -0.90  -0.224
H75 12.77 -4.91 -0.50  0.340
C46 2.80 1.37 -8.50  -0.429
C47 1.63 0.78 -7.74  -0.303
O20 1.63 1.54 -6.53  -0.184
C48 2.24 2.73 -6.79  0.570
O21 2.25 3.65 -6.04  -0.470
O22 2.83 2.71 -8.01  -0.375
H76 2.65 1.36 -9.58  0.317
H77 3.74 0.88 -8.26  0.272
H78 0.68 0.92 -8.25  0.246
H79 1.76 -0.28 -7.52  0.306
C49 -5.78 8.38 6.82  0.034
C50 -6.69 7.60 7.75  -0.236
O23 -6.34 8.14 9.03  -0.338
C51 -5.82 9.38 8.84  0.618
O24 -5.58 10.15 9.72  -0.527
O25 -5.59 9.61 7.53  -0.358
H80 -6.22 8.56 5.84  0.329
H81 -4.81 7.90 6.69  0.003
H82 -7.74 7.80 7.56  0.264
H83 -6.51 6.53 7.71  0.202
C52 -0.91 -1.43 6.35  -0.139
C53 -1.86 -1.41 7.53  -0.458
O26 -2.60 -0.21 7.29  -0.319
C54 -2.54 0.07 5.97  0.454
O27 -3.18 0.93 5.45  -0.578
O28 -1.65 -0.73 5.34  -0.021
H84 -0.68 -2.44 6.01  0.123
H85 0.02 -0.90 6.54  0.281
H86 -2.55 -2.26 7.52  0.291
H87 -1.35 -1.37 8.48  0.327

C8H15ClN3S | the ωB97M-V functional and the def2-TZVPD basis

net charge	+1
orbital gap	6.045	eV
energy	-1336.190229	Eh
spin multiplicity	1
energy relative to the best compared isomer or geometry (same formula, charge and spin)	0.000	eV
E_HOMO	-10.848	eV
LUMO	-0.1765	Eh

Each line ends with the natural charge from an NBO analysis.
Positions of all 28 atoms, in Å:
C1 1.19 3.06 -1.38  -0.432
N1 -0.10 3.37 -0.75  -0.265
C2 -1.05 4.23 -1.43  -0.439
C3 -0.45 2.81 0.48  0.218
Cl1 -1.96 3.21 1.23  0.157
H1 1.27 3.56 -2.34  0.244
H2 2.00 3.41 -0.75  0.242
H3 1.29 1.99 -1.53  0.251
H4 -0.67 4.57 -2.38  0.243
H5 -1.98 3.69 -1.59  0.245
H6 -1.27 5.10 -0.81  0.244
H7 0.21 2.12 0.96  0.274
C4 0.76 -0.95 2.11  -0.238
C5 0.95 -2.48 1.97  -0.224
N2 0.13 -2.74 0.78  -0.441
C6 -0.03 -3.91 -0.10  -0.205
C7 -1.08 -3.55 -1.15  -0.535
S1 -1.16 -1.76 -1.28  0.273
C8 -0.28 -1.52 0.25  0.302
N3 0.07 -0.50 0.96  -0.598
H8 0.15 -0.70 2.99  0.196
H9 1.72 -0.41 2.21  0.195
H10 1.99 -2.76 1.78  0.193
H11 0.58 -3.04 2.84  0.210
H12 0.94 -4.12 -0.57  0.191
H13 -0.30 -4.80 0.49  0.220
H14 -0.85 -3.98 -2.13  0.246
H15 -2.07 -3.92 -0.86  0.230

C3H3NO3 | the ωB97M-V functional and the def2-TZVPD basis

net charge	0
orbital gap	10.907	eV
energy	-396.332805	Eh
spin multiplicity	1
energy relative to the best compared isomer or geometry (same formula, charge and spin)	7.936	eV
E_HOMO	-10.370	eV
LUMO	0.0197	Eh

Each line ends with the natural charge from an NBO analysis.
Positions of all 10 atoms, in Å:
C1 -2.21 -0.09 -0.18  -0.660
C2 -0.81 -0.16 0.21  -0.021
C3 0.33 -0.34 0.50  0.224
O1 1.76 -0.61 0.56  -0.350
N1 2.60 0.32 -0.05  0.745
O2 3.71 0.01 0.04  -0.313
O3 2.09 1.24 -0.60  -0.340
H1 -2.50 0.81 0.24  0.242
H2 -2.25 -0.25 -1.14  0.232
H3 -2.71 -0.93 0.41  0.241

C15H19NO9Ti | the ωB97M-V functional and the def2-TZVPD basis

net charge	0
orbital gap (spin up / spin down)	5.519 / 9.115	eV
energy	-2164.432292	Eh
spin multiplicity	3
energy relative to the best compared isomer or geometry (same formula, charge and spin)	0.555	eV
E_HOMO (spin up / spin down)	-5.356 / -8.953	eV
LUMO (spin up / spin down)	0.0060 / 0.0059	Eh
⟨S²⟩	2.02

Each line ends with the natural charge from an NBO analysis.
Positions of all 45 atoms, in Å:
Ti1 -0.21 -0.02 -0.11  1.422
C1 2.90 0.62 0.51  -0.090
C2 2.49 -0.75 1.03  -0.089
O1 1.16 -0.74 1.57  -0.552
C3 1.02 -0.03 2.81  -0.088
C4 -0.41 0.45 2.89  -0.091
O2 -0.70 1.27 1.77  -0.552
C5 -0.59 2.68 1.96  -0.083
C6 -1.07 3.33 0.68  -0.081
O3 -0.31 2.91 -0.44  -0.522
C7 0.98 3.48 -0.54  -0.082
C8 1.96 2.37 -0.83  -0.078
O4 1.73 1.36 0.16  -0.570
H1 3.53 0.48 -0.37  0.212
H2 3.46 1.21 1.25  0.175
H3 3.19 -1.10 1.80  0.189
H4 2.45 -1.47 0.22  0.238
H5 1.71 0.81 2.83  0.179
H6 1.25 -0.70 3.64  0.198
H7 -0.59 1.00 3.82  0.194
H8 -1.11 -0.39 2.84  0.242
H9 0.44 2.95 2.19  0.172
H10 -1.23 2.98 2.79  0.194
H11 -1.04 4.42 0.80  0.182
H12 -2.10 3.04 0.47  0.222
H13 1.26 3.97 0.40  0.172
H14 1.01 4.23 -1.33  0.195
H15 2.99 2.73 -0.77  0.190
H16 1.81 1.91 -1.81  0.214
O5 -3.79 0.20 -4.99  -0.655
C9 -3.01 0.16 -3.87  0.320
C10 -3.54 0.21 -2.58  -0.288
C11 -2.67 0.20 -1.51  0.086
N1 -1.33 0.23 -1.71  -0.552
C12 -0.82 -0.02 -2.94  0.085
C13 -1.63 -0.02 -4.05  -0.260
C14 0.62 -0.46 -2.88  0.747
O6 1.35 -0.55 -3.84  -0.619
O7 0.96 -0.75 -1.63  -0.841
C15 -3.00 -0.14 -0.08  0.746
O8 -4.05 0.14 0.47  -0.625
O9 -1.99 -0.79 0.47  -0.818
H17 -4.71 0.27 -4.73  0.481
H18 -4.61 0.18 -2.41  0.232
H19 -1.23 -0.20 -5.04  0.249

> Look up the net charge of the third one.

0

> Number 1 is which compound?

C54H87N2O28

> What is the formula in the fourth record?

C15H19NO9Ti